1.
# C4H5FN2

C4H5FN2 in the gas phase (ωB97M-V/def2-TZVPD, the Open Molecules 2025 dataset).

XYZ file:
```
12
Properties=species:S:1:pos:R:3
C 0.28796 1.65504 -0.21163
C 0.93178 0.45755 -0.59232
C -0.96660 1.35923 0.30721
C 0.07323 -0.48017 -0.16649
N -1.07524 -0.04052 0.31632
N 0.19442 -2.27696 -0.02393
F 0.97988 -2.51887 1.13347
H 0.56093 2.67709 -0.23157
H 1.94480 0.17497 -0.99177
H -1.76041 1.97759 0.78867
H -1.95829 -0.39785 0.52316
H 0.78754 -2.58711 -0.85112
```

Properties
Highest occupied orbital energy = -0.322 hartree
SMILES = FNc1ccc[nH]1
Kohn-Sham gap = 9.811 eV

2.
# C4H5FN2

A molecular structure, C4H5FN2 (ωB97M-V/def2-TZVPD, the Open Molecules 2025 dataset).

XYZ file:
```
12
Properties=species:S:1:pos:R:3
C -0.81409 -0.23543 -0.35129
C -0.27397 0.96328 0.48653
C 1.23412 0.73286 -0.03753
C -0.16497 -1.45374 0.19153
H -0.62637 0.26058 -1.40378
H -0.70259 1.85223 -0.01490
H -0.32084 0.79919 1.51616
H 1.73539 1.64763 -0.55265
H -0.74869 -2.29641 1.06088
N 1.72944 -0.33609 -0.53843
N 1.13911 -1.56145 0.01582
F -2.18654 -0.37264 -0.37234
```

Properties
Highest occupied orbital energy = -0.365 hartree
Kohn-Sham gap = 10.064 eV

3.
# C4H5FN2

C4H5FN2 in the gas phase (ωB97M-V/def2-TZVPD, the Open Molecules 2025 dataset).

XYZ file:
```
12
Properties=species:S:1:pos:R:3
C -0.36207 -0.60700 -0.57050
C -0.35044 0.03931 -1.81291
C 0.96809 1.25774 0.51743
C -0.31280 0.16361 0.69352
N 1.28059 1.93836 -0.44294
N -0.51964 1.35766 -1.77274
F -0.36864 2.05773 -2.94669
H -0.14268 -1.64264 -0.36777
H -0.24793 -0.34948 -2.84979
H 1.45710 1.48655 1.46477
H -1.22160 0.71090 0.82084
H -0.12211 -0.33379 1.60080
```

Properties
Highest occupied orbital energy (alpha / beta) = -0.331 / -0.325 hartree
Kohn-Sham gap (alpha / beta) = 8.175 / 8.583 eV

4.
# C4H5FN2

C4H5FN2 in the gas phase (ωB97M-V/def2-TZVPD, the Open Molecules 2025 dataset).

XYZ file:
```
12
Properties=species:S:1:pos:R:3
C -0.64496 -1.68819 1.05150
C -0.44954 -0.42902 0.45534
C 0.58843 -0.23640 -0.71558
C -0.48600 1.75470 -0.10280
H -1.37478 -1.91225 1.80981
H 1.75148 -0.53078 -0.42072
H 0.50172 -0.77784 -1.66144
H 1.39702 1.77479 -0.84258
H -0.83623 2.72714 0.22983
N 0.54234 1.21279 -0.90615
N -1.01942 0.82516 0.72768
F 0.02994 -2.72011 0.37511
```

Properties
Highest occupied orbital energy = -0.297 hartree
SMILES = F/C=C1\CNC=N1
Kohn-Sham gap = 8.696 eV

It turns out 4 is the most stable, with the second structure 167.7 kJ/mol higher.

1.
# C9H16N3

2 unconnected molecules or ions with the total composition C9H16N3 (ωB97M-V/def2-TZVPD, the Open Molecules 2025 dataset).

XYZ file:
```
28
Properties=species:S:1:pos:R:3
C 0.58506 1.37816 3.58609
C -1.22264 0.40964 2.03014
N -0.22421 1.24110 2.30678
N -1.46540 -0.66792 2.91607
N -1.78934 0.50672 0.76876
H 0.14334 1.78845 1.64339
H -1.86472 -0.43569 3.80712
H -1.90308 -1.45971 2.53095
H -2.10904 1.36800 0.29209
H -1.90257 -0.46086 0.27253
H -0.07670 1.53128 4.46545
H 1.45122 1.91398 3.33281
H 0.81749 0.43098 3.94788
C 1.72102 1.08235 -3.21585
C 0.58148 -1.20341 -0.39827
C -0.33063 -1.95444 -1.07849
C 1.21734 -0.20082 -1.13743
C 0.85041 0.13787 -2.53668
C -0.59617 -1.72494 -2.55639
C -0.06214 -0.63088 -3.23879
H 0.86112 -1.30306 0.62959
H -0.91755 -2.69211 -0.60210
H 1.89146 0.17353 -0.45139
H -1.15852 -2.43204 -2.97702
H 1.20657 1.53388 -4.04462
H 2.61025 0.33157 -3.51674
H -0.34808 -0.41556 -4.29965
H 2.03404 1.75394 -2.47624
```

Properties
Net charge = +1
Highest occupied orbital energy = -0.419 hartree
Kohn-Sham gap = 7.832 eV

2.
# C9H16N3

A gas-phase ion, C9H16N3 (charge +1) (ωB97M-V/def2-TZVPD, the Open Molecules 2025 dataset).

XYZ file:
```
28
Properties=species:S:1:pos:R:3
C -1.76707 -0.94732 -2.03096
C 1.09628 -1.34004 1.09914
C -0.53229 -0.24005 -1.82739
C 1.11547 -0.31819 0.06601
C -0.60843 1.10971 -1.24571
C 1.63012 0.94967 0.92598
C 0.45533 2.09130 -1.71815
C -1.98635 1.74402 -0.91148
C -0.01350 -2.77843 2.60105
N -2.65464 -1.68452 -1.87040
N -0.24202 -0.02392 -0.38692
N 0.02486 -1.72485 1.66240
H 2.02228 -1.84068 1.43594
H 0.09719 -0.48517 -2.61458
H 1.72946 -0.48709 -0.78849
H 2.79429 1.02772 1.11386
H 1.31778 0.84354 1.96103
H 1.40334 1.90037 0.44318
H 0.26201 3.03432 -1.20728
H 0.36541 2.30015 -2.75009
H 1.48191 1.66388 -1.56913
H -2.41456 2.22703 -1.88599
H -1.76157 2.68340 -0.29578
H -2.70622 1.12022 -0.33029
H 0.90076 -3.01141 3.09970
H -0.33076 -3.81910 2.19345
H -0.78775 -2.62782 3.46222
H -0.89131 -1.36675 1.36868
```

Properties
Net charge = +1
Highest occupied orbital energy = -0.506 hartree
SMILES = C/[NH+]=C/[C@H](C)N1[C@@H](C#N)C1(C)C
Kohn-Sham gap = 9.361 eV

It turns out 1 is the most stable, with the second structure 82.9 kJ/mol higher.

1.
# C3H7IN3

2 unconnected molecules or ions with the total composition C3H7IN3 (ωB97M-V/def2-TZVPD, the Open Molecules 2025 dataset).

XYZ file:
```
14
Properties=species:S:1:pos:R:3
C -2.22590 0.37927 -0.75070
C -0.07712 -0.03918 -0.29559
C 1.66851 -0.40648 1.59266
N -2.18819 0.57209 -1.95583
N 0.76558 0.15734 -1.31774
N 0.31587 -0.24378 0.93971
I -3.27076 -0.02134 0.95613
H 2.07383 0.53540 1.53324
H 2.42253 -1.19461 1.25130
H 1.51175 -0.74969 2.54399
H -2.57828 1.10379 -2.70945
H 0.20041 0.06235 -2.15683
H 1.75671 -0.09296 -1.33287
H -0.37494 -0.06218 1.70197
```

Properties
Net charge = +1
Highest occupied orbital energy = -0.492 hartree
Kohn-Sham gap = 9.019 eV

2.
# C3H7IN3

A molecular structure, C3H7IN3 (ωB97M-V/def2-TZVPD, the Open Molecules 2025 dataset).

XYZ file:
```
14
Properties=species:S:1:pos:R:3
C -0.64370 -0.63532 -1.58247
C 0.96592 -0.44994 0.08584
C -0.49921 1.30322 1.15161
N -1.46582 -0.24402 -0.69673
N 0.71420 -0.74167 -1.28978
N -0.28764 -0.01596 0.65690
I 1.48608 -2.36112 1.07397
H -1.02851 -0.61480 -2.69445
H 1.77750 0.26656 0.19948
H 0.04956 2.10421 0.65512
H -1.62079 1.47659 0.95026
H -0.16352 1.47651 2.27239
H 1.47429 -0.78760 -1.93271
H -0.75836 -0.77665 1.15055
```

Properties
Net charge = +1
Highest occupied orbital energy = -0.509 hartree
Kohn-Sham gap = 8.985 eV

It turns out 2 is the most stable, with the second structure 29.0 kJ/mol higher.

1.
# C5H12O2

3 unconnected molecules or ions with the total composition C5H12O2 (ωB97M-V/def2-TZVPD, the Open Molecules 2025 dataset).

XYZ file:
```
19
Properties=species:S:1:pos:R:3
C -1.58120 -0.40024 0.82568
C -1.97750 0.88187 0.61244
C -0.82062 -1.11131 -0.21197
C 0.45595 -1.78718 0.17574
C 1.01669 -1.87867 1.41876
H -1.96025 -0.94504 1.68453
H -2.60352 1.51066 1.23017
H -1.77646 1.28750 -0.37532
H -0.55945 -0.51718 -1.10403
H -1.43164 -2.00130 -0.54417
H 1.05368 -2.04339 -0.69559
H 2.04449 -2.20525 1.48627
H 0.39449 -1.64229 2.27104
H -0.32009 1.53092 -2.78138
H 0.80791 1.48637 -1.75581
O 0.40315 0.97171 -2.46139
H 2.39148 1.53308 -0.06879
H 2.50096 2.95651 0.41420
O 1.96195 2.37323 -0.12038
```

Properties
Net charge = +1
Highest occupied orbital energy (alpha / beta) = -0.543 / -0.516 hartree
Spin multiplicity = 2
Kohn-Sham gap (alpha / beta) = 10.740 / 5.062 eV

2.
# C5H12O2

2 unconnected molecules or ions with the total composition C5H12O2 (ωB97M-V/def2-TZVPD, the Open Molecules 2025 dataset).

XYZ file:
```
19
Properties=species:S:1:pos:R:3
C 1.39766 -1.28164 0.33193
C 0.74824 -0.97819 -1.03147
C -2.47610 0.48020 0.29545
O -1.72840 0.32478 1.49137
C -1.63599 -0.06135 -0.80855
C -0.28231 0.08258 -0.95047
H 2.24609 -0.67138 0.59245
H 1.71971 -2.30105 0.29059
H 0.64181 -1.28187 1.10473
H 0.21611 -1.87118 -1.39359
H 1.49323 -0.80967 -1.81074
H -3.40548 -0.07381 0.41250
H -2.60847 1.54806 0.06449
H -2.04546 0.98357 2.12106
H -2.10344 -0.85977 -1.37162
H 0.18604 1.07063 -1.04395
H 2.74654 1.81135 -0.20929
H 2.12115 2.22549 1.17830
O 2.76908 1.66323 0.73684
```

Properties
Net charge = +1
Highest occupied orbital energy (alpha / beta) = -0.546 / -0.547 hartree
Spin multiplicity = 2
Kohn-Sham gap (alpha / beta) = 9.208 / 7.146 eV

It turns out 2 is the most stable, with the second structure 25.1 kJ/mol higher.